{"formula": "C24H25CoFN7O3S", "method": "ωB97M-V/def2-TZVPD", "species": ["O", "C", "H", "N", "C", "H", "H", "Co", "N", "H", "H", "H", "H", "O", "C", "F", "N", "C", "C", "S", "C", "O", "C", "C", "C", "C", "H", "C", "C", "C", "C", "N", "H", "C", "H", "C", "H", "H", "C", "H", "N", "C", "H", "C", "H", "C", "C", "C", "H", "H", "C", "H", "H", "H", "N", "N", "H", "H", "H", "H", "C", "H"], "xyz": [[-0.842, -0.136, 2.185], [3.122, -2.771, -3.156], [5.631, -3.684, -3.312], [-4.164, -2.246, 6.193], [4.066, -2.784, -4.340], [6.145, -2.816, -4.605], [-2.700, 1.503, -1.532], [-2.152, 0.339, 3.511], [-0.876, 0.552, -1.838], [3.201, -3.726, -2.607], [-0.537, -0.316, -5.138], [1.236, -1.250, 1.754], [-4.923, -2.010, 6.807], [-4.021, 1.942, 0.243], [-2.828, 2.958, 4.119], [3.284, -2.191, 0.486], [3.417, -1.635, -2.300], [-3.585, -1.283, 5.458], [1.290, -0.534, -2.037], [-2.311, -1.734, 4.369], [-2.216, 5.070, 3.199], [-3.571, 0.734, 2.079], [-1.085, -0.334, -4.206], [-1.156, 4.448, 2.560], [-0.993, 3.084, 2.730], [-3.062, 4.317, 3.995], [-3.055, 0.327, -3.442], [-2.190, 0.658, -3.998], [-3.648, 2.072, 4.947], [0.188, -0.355, 0.110], [-3.317, 1.216, 0.941], [-1.804, 2.353, 3.487], [-1.216, -1.313, -3.765], [-0.902, 0.818, -3.260], [3.971, -1.872, -4.927], [-1.897, 0.960, -1.050], [5.641, -0.748, -3.493], [-0.469, 5.004, 1.939], [4.762, -1.707, -1.759], [-2.403, 1.375, -4.778], [5.484, -2.813, -3.828], [5.758, -1.653, -2.901], [-4.427, 2.430, 5.609], [2.292, -1.467, -0.083], [-2.383, 6.132, 3.078], [-0.932, 0.086, 0.957], [0.193, -0.118, -1.269], [2.343, -1.210, -1.461], [-3.894, -3.203, 6.066], [-0.244, 1.624, -3.564], [-2.004, 0.745, 0.290], [1.330, -0.307, -3.093], [4.950, -0.858, -1.106], [-3.902, 4.765, 4.509], [-3.373, 0.824, 4.865], [-4.042, -0.057, 5.648], [6.785, -1.744, -2.554], [4.937, -2.617, -1.167], [2.103, -2.702, -3.532], [-0.180, 2.549, 2.254], [1.255, -1.039, 0.692], [3.923, -3.655, -4.977]], "forces_ev_per_a": [[0.2, 0.0, -0.1], [0.0, -0.1, 0.1], [0.0, 0.0, 0.0], [0.1, -0.1, 0.0], [0.1, 0.0, 0.0], [0.0, 0.0, 0.0], [0.0, 0.0, 0.0], [0.1, -0.1, 0.1], [0.0, -0.1, 0.0], [0.0, 0.0, 0.0], [0.0, 0.0, 0.0], [0.0, 0.0, 0.0], [0.0, 0.0, 0.0], [0.0, 0.1, 0.1], [-0.1, -0.1, 0.2], [0.1, 0.0, -0.1], [0.0, 0.0, -0.1], [-0.2, 0.1, 0.1], [0.0, 0.1, 0.0], [0.0, 0.0, 0.0], [0.0, 0.0, 0.0], [0.0, 0.2, 0.1], [0.0, 0.0, 0.0], [0.0, 0.0, 0.0], [0.0, 0.0, 0.0], [0.0, 0.1, 0.0], [0.0, 0.0, 0.0], [0.0, 0.0, 0.0], [0.1, 0.1, -0.1], [-0.2, 0.1, 0.1], [-0.1, -0.3, -0.3], [-0.2, 0.0, -0.1], [0.0, 0.0, 0.0], [0.0, 0.0, 0.1], [0.0, 0.0, 0.0], [0.0, 0.0, -0.1], [0.0, 0.0, 0.0], [0.0, 0.0, 0.0], [-0.1, 0.0, 0.0], [0.0, 0.0, 0.0], [0.0, 0.0, 0.0], [0.0, 0.0, 0.0], [0.0, 0.0, 0.0], [0.0, -0.1, -0.1], [0.0, 0.0, 0.0], [0.0, -0.1, -0.1], [0.0, 0.0, 0.0], [0.1, 0.0, 0.1], [0.0, 0.0, 0.0], [0.0, 0.0, 0.0], [0.2, 0.0, 0.1], [0.0, 0.0, 0.0], [0.0, 0.0, 0.0], [0.0, 0.0, 0.0], [-0.1, -0.1, 0.2], [0.2, -0.1, -0.2], [0.0, 0.0, 0.0], [0.0, 0.0, 0.0], [0.0, 0.0, 0.0], [0.0, 0.0, 0.0], [0.1, 0.0, 0.1], [0.0, 0.0, 0.0]], "mulliken_spin": [-0.003, 0.000, 0.000, 0.003, 0.000, 0.000, 0.001, 1.041, 0.000, 0.000, 0.000, -0.001, 0.000, 0.004, 0.002, 0.000, 0.000, 0.016, 0.000, -0.041, 0.000, 0.020, 0.000, 0.001, -0.002, 0.004, 0.000, 0.000, 0.013, -0.002, 0.000, 0.003, 0.000, 0.000, 0.000, -0.003, 0.000, 0.000, 0.000, 0.000, 0.000, 0.000, -0.001, 0.000, 0.000, -0.020, 0.000, 0.000, 0.000, 0.000, 0.008, 0.000, 0.000, 0.000, -0.038, -0.005, 0.000, 0.000, 0.000, 0.000, -0.002, 0.000], "fmax_ev_per_a": 0.4, "e_tot_ev": -93041.4300, "total_charge": 1, "spin_multiplicity": 2, "e_homo_ev": [-9.1, -9.2], "gap_ev": [5.71, 5.82], "molar_mass_g_mol": 569.51, "s2": 0.79}